{"formula": "C78H195N13", "method": "ωB97M-V with the def2-TZVPD basis set", "elements": ["N", "N", "N", "N", "N", "N", "N", "N", "N", "N", "N", "N", "N", "C", "C", "C", "C", "C", "C", "C", "C", "C", "C", "C", "C", "C", "C", "C", "C", "C", "C", "C", "C", "C", "C", "C", "C", "C", "C", "C", "C", "C", "C", "C", "C", "C", "C", "C", "C", "C", "C", "C", "C", "C", "C", "C", "C", "C", "C", "C", "C", "C", "C", "C", "C", "C", "C", "C", "C", "C", "C", "C", "C", "C", "C", "C", "C", "C", "C", "C", "C", "C", "C", "C", "C", "C", "C", "C", "C", "C", "C", "H", "H", "H", "H", "H", "H", "H", "H", "H", "H", "H", "H", "H", "H", "H", "H", "H", "H", "H", "H", "H", "H", "H", "H", "H", "H", "H", "H", "H", "H", "H", "H", "H", "H", "H", "H", "H", "H", "H", "H", "H", "H", "H", "H", "H", "H", "H", "H", "H", "H", "H", "H", "H", "H", "H", "H", "H", "H", "H", "H", "H", "H", "H", "H", "H", "H", "H", "H", "H", "H", "H", "H", "H", "H", "H", "H", "H", "H", "H", "H", "H", "H", "H", "H", "H", "H", "H", "H", "H", "H", "H", "H", "H", "H", "H", "H", "H", "H", "H", "H", "H", "H", "H", "H", "H", "H", "H", "H", "H", "H", "H", "H", "H", "H", "H", "H", "H", "H", "H", "H", "H", "H", "H", "H", "H", "H", "H", "H", "H", "H", "H", "H", "H", "H", "H", "H", "H", "H", "H", "H", "H", "H", "H", "H", "H", "H", "H", "H", "H", "H", "H", "H", "H", "H", "H", "H", "H", "H", "H", "H", "H", "H", "H", "H", "H", "H", "H", "H", "H", "H", "H", "H", "H", "H", "H", "H", "H", "H", "H", "H", "H", "H", "H", "H", "H", "H", "H", "H", "H", "H", "H", "H", "H", "H", "H"], "positions_angstrom": [[-2.426, -2.290, 5.955], [-4.753, -2.342, -0.001], [0.315, -0.046, -1.169], [4.831, -2.847, -1.383], [4.251, 4.964, -2.738], [-4.935, 3.390, -5.206], [4.437, -3.403, 4.593], [-3.697, 3.624, 2.256], [-0.587, 6.999, 1.512], [-0.864, -5.738, 2.622], [0.083, -5.597, -4.430], [4.011, 2.163, 4.618], [0.997, 1.634, -5.841], [4.864, -3.945, -0.476], [-1.987, 7.006, 1.784], [-3.343, 2.185, 2.157], [-3.377, 2.182, -3.598], [-4.210, 4.179, 0.998], [-5.090, -2.924, 1.249], [-6.310, -2.280, 1.894], [1.247, 0.219, -0.031], [4.226, 2.534, -1.809], [-0.010, -5.766, 1.450], [-0.915, -6.319, -2.321], [-4.617, 3.860, 3.388], [-0.161, 9.232, 2.618], [-0.073, 2.402, -1.309], [-1.306, -6.736, 4.874], [-2.821, 7.537, 0.672], [0.126, 4.672, 1.788], [-3.122, 3.544, -6.865], [-4.274, -0.133, -1.048], [-3.092, -0.954, 6.059], [4.723, 4.017, -1.735], [2.820, 5.125, -2.778], [3.220, 1.980, 5.772], [-0.924, -4.617, -4.929], [4.778, 3.433, 4.570], [-2.363, -4.390, 7.231], [-2.191, -2.686, 4.568], [-1.233, -1.986, 3.682], [2.372, 5.498, -1.413], [3.379, -1.820, -3.156], [0.621, 4.149, -6.242], [6.902, -1.731, -0.664], [-1.614, -5.104, -6.175], [4.969, -5.253, -1.275], [-0.048, -4.470, 0.666], [2.334, 1.686, -5.265], [0.213, 2.873, -5.517], [1.371, -5.391, -5.018], [-6.244, 3.982, -5.442], [-4.839, -3.951, -1.922], [3.275, 1.910, 3.356], [3.581, -1.986, 2.677], [-4.645, 5.280, 3.834], [-0.227, -1.357, -1.099], [-0.624, -6.851, 3.514], [6.253, 4.968, -4.290], [0.183, 6.091, 2.356], [-0.585, -1.852, -2.464], [-0.009, 8.372, 1.391], [-3.166, 4.179, -0.101], [5.389, -1.638, -0.762], [-3.281, -3.315, 6.645], [-6.647, 3.838, -6.936], [-3.910, 4.277, -5.784], [6.534, -4.764, 4.824], [5.047, -4.625, 5.022], [-4.658, 3.025, -3.816], [4.211, -3.287, 3.163], [-3.963, -3.237, -0.836], [0.223, -5.651, -2.951], [0.281, 0.465, -5.403], [-4.053, -1.045, 0.157], [4.182, 1.737, 2.192], [3.468, -2.643, -1.878], [2.229, -6.626, -5.049], [2.850, 0.475, 5.968], [4.750, 4.705, -4.098], [-2.297, -5.605, 2.258], [0.595, 0.365, 1.335], [3.126, -3.115, 5.313], [-0.770, -0.148, -6.376], [-0.735, 1.064, -1.297], [-2.790, -6.812, 1.388], [-2.409, 1.750, 3.257], [3.406, 0.934, -6.036], [4.086, 4.682, 4.011], [1.954, -3.999, 4.992], [-4.585, -0.789, 5.665], [3.993, -1.668, 1.690], [0.462, -4.668, -2.519], [-2.436, 7.117, -0.253], [-1.200, 0.953, -2.257], [0.653, 4.621, 0.826], [3.156, 2.482, -1.729], [3.345, -3.243, 6.358], [-4.181, -4.603, -2.559], [-0.336, -0.534, -7.322], [-1.507, 0.965, -0.519], [2.495, -2.126, 2.684], [4.597, -5.536, 4.629], [3.907, -3.927, 0.055], [-0.898, 4.391, 1.663], [-1.026, -4.156, 0.225], [-0.931, -7.850, 3.102], [-1.016, -7.294, -2.700], [1.059, 3.906, -7.203], [0.739, 2.344, -2.072], [0.191, 8.680, 3.544], [-2.802, -5.360, 7.382], [2.626, 5.950, -3.478], [-2.894, 2.010, 1.167], [-4.719, 4.000, -3.279], [5.820, 3.927, -1.752], [-0.428, -3.654, -4.946], [4.700, 5.539, 4.171], [-1.066, -1.479, -0.287], [-3.528, 1.129, -3.937], [3.750, 1.575, -6.843], [-4.276, 3.213, 4.173], [-0.793, -2.749, 3.038], [2.275, 1.390, -4.187], [-0.461, 8.859, 0.492], [-3.817, 3.302, -7.654], [-1.338, -1.264, -3.015], [-4.836, 5.962, 3.044], [0.682, -4.555, -0.136], [-1.854, -5.766, -2.506], [-0.890, -6.308, -1.230], [-7.223, -2.560, 1.420], [-4.052, -3.654, 5.981], [-3.008, 1.653, 4.159], [-3.110, 2.133, -2.544], [-3.141, -2.745, 3.972], [-0.289, 0.705, -4.514], [-5.563, 3.472, 3.117], [-2.293, 5.997, 2.114], [-2.848, 3.151, -0.201], [6.557, 5.991, -3.993], [-0.206, 4.803, -6.358], [1.721, -4.074, 3.897], [-1.452, 0.665, -6.541], [-1.750, -4.571, -4.124], [-0.022, 6.120, 3.437], [-3.725, 0.819, -0.952], [-6.209, -1.223, 1.879], [1.723, -7.440, -5.527], [6.516, 4.737, -5.323], [1.033, -3.725, 5.533], [2.569, 2.682, 3.159], [-5.468, 5.315, 4.556], [2.763, -2.252, -1.050], [0.199, 2.770, -0.320], [3.957, -1.231, 3.398], [4.975, 0.996, 2.413], [1.955, -0.606, 0.027], [-6.127, 4.576, -7.573], [2.200, 4.263, -3.154], [-1.334, -0.943, -5.918], [2.313, -1.847, -3.478], [5.972, -5.313, -1.805], [-0.809, 2.681, -5.764], [4.560, 1.903, -0.944], [3.147, -6.302, -5.579], [5.198, -3.527, 2.642], [0.274, 3.028, -4.446], [-2.153, -6.064, -6.038], [4.595, 3.669, -4.470], [-5.432, 2.406, -3.401], [-6.232, 5.085, -5.172], [5.626, 3.202, 3.944], [-0.125, -0.402, 1.542], [-6.980, 3.362, -4.850], [0.453, 10.175, 2.533], [-3.707, 5.555, 4.308], [-1.437, -5.699, 5.172], [1.018, -0.321, -5.108], [-0.443, -1.424, 4.187], [4.241, 5.431, -4.781], [-5.525, -4.637, -1.413], [-1.495, -4.509, 6.528], [4.102, -5.274, -1.987], [2.690, 2.724, -5.340], [-5.061, 3.576, 0.637], [-2.423, 4.264, -7.358], [-2.234, 7.707, 2.647], [7.128, -4.011, 5.302], [2.433, 4.688, -0.725], [0.531, 3.824, 2.411], [-2.119, -7.257, 0.648], [3.169, 4.930, 4.471], [-5.285, -1.295, 6.332], [0.459, -6.932, 3.594], [-3.184, 4.523, -4.993], [-2.475, -4.614, 1.774], [-3.363, -3.899, -0.241], [4.229, 0.646, -5.359], [-2.264, -4.419, -6.736], [1.700, 1.194, -0.246], [1.147, -6.178, -2.720], [2.583, -7.048, -4.065], [-3.854, -2.864, 7.446], [-3.858, 7.302, 0.564], [-4.836, -1.190, 4.693], [2.933, -2.099, 5.090], [1.846, -4.545, -4.485], [1.333, 5.834, -1.432], [-2.290, 4.800, 0.160], [4.959, -6.198, -0.719], [-4.432, -0.550, 1.021], [-1.855, -3.734, 4.719], [-0.637, -7.122, 5.636], [2.171, -5.016, 5.295], [3.583, -4.125, 2.855], [-2.508, -0.355, 5.412], [-3.014, -0.552, 7.081], [4.882, -1.487, 0.206], [-3.004, -1.127, 0.458], [1.007, -6.003, 1.780], [-4.253, 1.570, 2.095], [-2.632, 2.620, -6.511], [-4.176, -3.011, 1.931], [0.256, -1.700, -3.099], [0.070, 1.300, 1.409], [1.028, 8.203, 1.097], [1.267, 0.314, 2.215], [3.018, 6.310, -1.087], [2.864, 0.947, 3.538], [1.350, 4.737, -5.650], [3.003, -3.618, -2.093], [-2.463, 2.681, -3.970], [2.924, 0.072, -6.492], [-6.405, 2.796, -7.219], [-2.740, 8.615, 0.703], [5.097, 3.494, 5.578], [6.821, 4.239, -3.697], [-0.776, 3.215, -1.629], [5.202, -0.738, -1.331], [-5.410, -3.226, -2.521], [7.342, -1.749, -1.671], [-0.290, -6.647, 0.845], [-4.825, 0.315, 5.706], [-0.885, -5.345, -6.983], [0.287, -3.702, 1.336], [-3.705, -6.587, 0.834], [-2.298, -7.208, 4.909], [4.546, 4.489, -0.761], [3.699, -0.772, -3.084], [3.833, 2.324, 6.595], [2.417, 0.059, 5.051], [-1.786, -1.298, 2.991], [-5.223, -4.019, 0.945], [-5.336, 0.082, -1.095], [1.248, 6.362, 2.287], [-4.485, 5.171, 1.234], [7.219, -0.753, -0.210], [4.531, 2.052, -2.798], [-6.295, -2.532, 2.935], [7.217, -2.490, 0.036], [-1.181, 9.569, 2.827], [4.006, -2.353, -3.859], [5.648, -3.842, 0.322], [-0.905, -2.913, -2.504], [0.627, -1.964, -0.726], [3.661, -0.250, 6.152], [-3.189, -2.699, -1.403], [-7.744, 4.056, -7.041], [-1.609, 2.522, 3.405], [6.993, -5.708, 5.213], [-1.956, -4.023, 8.193], [-2.914, -5.562, 3.158], [4.859, -4.716, 6.093], [-3.918, -0.569, -1.968], [4.658, 2.652, 1.865], [-1.969, 0.808, 2.976], [-4.335, 5.210, -6.251], [-3.158, -7.591, 2.019], [3.625, 1.423, 1.324], [6.724, -4.736, 3.753], [2.176, 0.373, 6.829], [1.242, -5.004, -6.032], [-3.565, 4.478, -1.039], [3.971, 4.610, 2.911], [2.249, 2.555, 5.791]], "atomic_forces_ev_per_a": [[-1.7822, 1.1937, 0.7484], [1.3421, 1.6971, -0.9260], [-0.1612, 2.3553, 0.9014], [-0.0445, 1.5359, -0.9276], [0.7611, -1.0558, -1.4146], [0.0954, 0.0806, -0.7142], [-1.5448, 1.2580, 0.3931], [0.5068, -0.5792, -0.0181], [0.9334, 0.7111, -0.3230], [-1.0476, 0.7076, 0.2942], [-1.0653, -0.2852, 0.6418], [0.3550, 0.9200, -2.2880], [-0.2124, 1.1900, -0.7915], [0.0203, -1.3310, 0.9369], [-1.3350, -0.0390, 2.4900], [-0.2770, 1.0241, -1.1438], [0.2022, 0.6647, 0.0481], [0.5672, -1.3308, 0.1648], [0.5548, -2.4409, 0.0707], [1.3568, -0.7279, 0.2470], [-0.7537, 0.5118, -0.2006], [0.4899, -0.1231, -0.4073], [-0.5102, -0.8269, 0.0060], [-1.8050, 1.2945, 1.2830], [1.7648, -0.5072, -1.2323], [1.0586, 0.7881, 1.3952], [-0.4637, 1.4409, -0.7034], [0.1119, 0.5419, -0.0017], [0.5740, 0.1240, -1.4763], [0.3828, -0.9537, 0.4607], [0.2120, 0.8219, -0.6489], [0.5156, 0.3661, 0.7639], [-0.4824, -0.8699, 0.3415], [0.8069, -0.7867, 0.5209], [-0.5419, -0.1297, -0.4702], [-1.0532, -1.1199, 0.7071], [-1.0863, -1.0675, 2.5583], [-0.9810, -1.2355, -0.6974], [1.1361, 0.7494, -0.4356], [-1.3363, -2.1832, 0.8006], [0.2007, 1.2337, -1.0730], [-1.0069, 1.0924, 0.0068], [-0.7205, -0.1885, 0.3362], [1.4955, -0.3377, 0.8023], [-0.1712, 2.0036, 0.6264], [0.5580, -0.8051, -2.1027], [0.7758, -0.3068, -0.6966], [-0.1455, -0.2970, -0.4470], [0.1241, 0.9820, 0.5083], [0.9008, -0.7236, -0.3573], [-0.0735, 0.8174, 0.0973], [-0.6576, -0.4722, 0.0635], [1.0075, -0.7162, 0.8118], [1.6853, -0.3813, 1.5013], [1.2588, 0.2009, 0.4689], [-0.3598, -0.4830, 1.1746], [-0.4819, -0.9853, 1.6790], [-0.1323, -1.0171, -0.2571], [-0.0166, -0.3525, 0.6990], [1.2854, -0.3249, -0.2007], [-1.3936, -0.4997, -0.7117], [-0.5998, -0.9574, -1.1369], [0.6773, -0.0990, 1.0851], [-0.0539, -0.5549, -0.1223], [1.3222, 0.4447, 0.0879], [-0.5071, 0.2837, 0.5465], [0.7452, -0.5868, 0.0187], [0.7990, -0.6952, -0.5564], [-0.0010, -0.9748, 1.3081], [0.3738, 0.7936, -0.0124], [1.6939, -1.5043, -1.1555], [-0.4723, 0.4880, -1.9884], [1.2302, 0.8005, -1.1110], [-0.0195, -1.8500, -0.0890], [-0.3430, -0.1316, -0.3820], [1.1250, -0.2216, -0.5257], [-0.9192, 0.3211, 1.0519], [1.6910, 0.2572, 0.8264], [0.2128, -0.0127, 0.2182], [0.6639, 0.7516, -0.5496], [0.4031, -0.2665, -0.9088], [0.1181, -0.0960, 0.7578], [1.6742, -0.9053, -0.4639], [1.3571, 0.6643, -0.1590], [1.1844, -1.5529, 0.4680], [-0.9178, 0.7513, -0.1592], [0.0304, 0.8913, 0.0154], [-0.5514, -0.4351, 0.2442], [0.7744, -0.7339, -0.8060], [-0.7519, -0.7357, -1.0972], [0.0931, 0.6507, 0.3198], [-0.7817, -0.4956, 0.7878], [-0.4440, 0.3686, -0.1128], [0.4062, 0.4205, -0.4276], [-0.4375, -0.4436, -0.5006], [-0.2886, 0.1731, 0.1745], [-0.7467, 0.0233, -0.2517], [0.1179, 0.3405, 0.5582], [-0.5990, 0.7118, 0.3332], [-0.2213, 0.4707, 0.5127], [0.0964, 0.0246, 0.0159], [0.1514, 0.6411, -0.1232], [-0.4328, -0.1901, -0.5297], [-0.1491, -0.3258, 0.5156], [-0.7253, -0.2164, -0.3721], [0.6661, -0.5066, 0.3836], [0.1384, 0.5875, -0.1644], [-0.2484, -1.3911, -0.3437], [-0.0043, 0.0800, -0.2543], [-0.1924, 0.3797, 0.8574], [-0.2937, 0.6235, -0.9904], [-0.3830, -0.3805, 0.0510], [-0.0752, -0.1280, 0.1580], [0.1759, 0.1407, 0.4743], [0.6577, -0.5899, 0.5452], [-0.2075, 0.4463, -0.3763], [-0.2069, 0.6051, -0.5224], [0.7530, 0.6419, 0.1485], [1.0843, 0.1422, -1.4185], [0.3475, 0.9422, -0.1392], [0.2669, -0.1029, -0.0703], [0.1840, -0.1028, 0.6596], [0.2276, 0.1131, 0.0194], [0.2709, 0.1710, -0.4379], [0.1537, -0.3232, 0.7325], [-0.2498, -0.4867, -0.2806], [-0.2609, -0.0740, 0.6239], [-0.2943, 0.6739, -0.6908], [0.0146, 0.1748, -0.2316], [0.2117, -0.3005, -0.2437], [0.4421, -0.2816, -0.0190], [-0.6222, -0.2594, -0.3096], [-0.3448, -0.7281, -0.7355], [0.4265, -0.2142, 0.3302], [-0.5473, -0.0489, 0.2922], [0.2219, -0.1966, 0.5651], [-0.1106, 0.0352, 0.7990], [-1.6349, -0.2085, -0.3341], [0.0962, 0.3303, -0.2311], [0.4329, -0.1598, -0.4099], [-0.2018, -0.5510, -0.2788], [-0.9538, 0.4861, -0.2905], [0.0149, 0.3091, 0.8761], [-0.5745, 0.1966, -0.6945], [1.3050, 0.2406, -1.0557], [-0.4742, 0.0365, -0.1325], [-0.2678, -0.3363, 0.1981], [0.0140, 1.0648, -0.2302], [-0.2089, -0.3518, -0.6493], [0.0057, 0.3526, -0.0676], [0.3584, 0.2137, -0.2465], [-1.1336, 0.5189, -0.0980], [0.1925, 0.5497, 0.0773], [1.0178, -0.1112, -0.8334], [0.6628, -0.2756, -0.0925], [-0.6772, 0.0490, -0.3667], [-0.3914, 0.3079, -0.1528], [0.3172, 0.2281, -0.3743], [-0.0508, -0.5311, 0.1863], [0.7282, 0.2071, 0.1267], [-0.0749, -0.3656, 0.4101], [0.7933, 0.1566, -0.0372], [-1.3439, 0.4046, 0.1985], [-0.5518, -0.3513, -0.0765], [0.2364, 0.6646, -0.8159], [-0.3090, -0.7049, 0.0360], [-1.0415, 0.6611, 0.6001], [-0.1505, 0.1121, 0.6565], [0.2178, 0.6702, 0.3297], [-0.4290, 0.3755, 0.2193], [-0.8413, -0.1297, -0.1611], [-0.4157, -1.0612, 0.1565], [0.5420, 0.2119, -0.1176], [-0.5521, -0.6446, -0.0940], [0.5839, 1.0564, -0.3521], [-0.5029, -0.9810, 0.0550], [0.0452, 0.0635, 0.1117], [-0.0240, -0.0246, -0.4000], [-0.4426, 0.5233, -0.2090], [-0.0057, -0.1015, 0.0394], [0.0326, -0.7817, 0.5073], [-0.1676, 0.1678, -0.2079], [-0.7500, 0.0706, 0.9471], [1.0724, -0.1826, 0.3249], [-0.4876, 0.0012, 0.5785], [-0.2928, 0.3051, 0.1188], [-0.0177, -0.7052, 0.5502], [0.3233, -0.9694, -0.2549], [0.0450, 0.8497, 0.1680], [0.0626, -0.6781, 0.6172], [-0.0083, 1.1502, -0.1235], [0.1823, 0.3375, 0.3213], [-1.2968, -0.0451, 0.4626], [0.2068, 0.0703, 0.3181], [0.0903, 0.1045, 0.3742], [-0.3077, 0.5058, -0.0645], [0.3212, -0.8668, 0.1292], [0.1012, -0.9338, 0.4850], [-0.2376, 0.0178, -0.4997], [-0.0982, 0.2168, 0.8391], [0.5690, -0.5486, -0.0489], [0.0153, -0.4317, -0.2253], [-0.5130, 0.7746, -0.7133], [0.1672, 0.4630, 0.2672], [-0.8440, -0.3366, 0.9459], [0.1683, 0.1428, -0.5660], [-0.4353, 0.9793, 0.0745], [0.4560, -0.1285, -0.0064], [0.0050, 0.0872, 0.1272], [-0.4142, -0.2918, -0.2067], [-0.3631, 0.3683, 0.4132], [-0.8295, 0.4299, 0.6860], [-0.1542, 0.4754, -0.6254], [-0.1734, -0.5254, 0.1889], [0.0811, -0.3958, 0.1219], [-0.2859, -0.2879, -0.3340], [0.5755, 1.0869, -0.5807], [0.3288, -0.3256, -0.2177], [0.4703, 0.1161, -0.0596], [0.4101, -0.5072, -0.4764], [0.0177, 0.3872, 0.0329], [-0.1736, -0.1123, 0.4010], [-0.2518, 0.5986, -0.1872], [-0.9073, 0.5181, -0.2980], [0.9896, -0.2886, -0.4227], [-0.3131, 0.5701, 0.0785], [0.1513, 0.2221, 0.3009], [0.1163, 0.1229, -0.7281], [-0.0980, 0.1445, 0.3492], [-1.1095, -0.4732, -0.2185], [-0.0794, -0.4076, -0.3662], [0.3818, 0.1271, -0.0686], [-0.4216, -0.5192, -0.5866], [0.3906, -0.4054, 0.0128], [-0.2743, 0.6438, -0.1941], [-0.0141, 0.3367, -0.5612], [0.6595, 0.8655, 0.9375], [0.0447, 0.3039, 0.0236], [0.3406, -0.7981, -0.1191], [-0.5061, 0.0086, -0.4992], [0.3467, -0.2612, 0.2296], [-0.0264, -0.5190, 0.4650], [0.1968, 0.2738, -0.2962], [0.1757, -1.1705, -0.1961], [0.0010, 0.0184, 0.5846], [0.1405, 0.7130, 0.2688], [0.0650, 0.5320, -0.1516], [0.3954, -0.0494, 0.0542], [-0.2305, -0.4849, -0.0694], [-0.0669, -0.2955, 0.1558], [-0.1201, 0.0187, 0.5388], [-0.5486, 0.2539, 0.3963], [0.5780, -0.3146, 0.6196], [-0.5302, 1.1358, 0.9574], [-0.1767, 0.0471, -0.3151], [-0.2642, 0.3604, 0.0099], [-0.7422, 1.0796, -0.0473], [0.0083, -0.7697, -0.2993], [-0.3349, 0.5243, 1.3656], [-0.4287, -0.3857, 0.6954], [0.4063, -0.4569, -0.2615], [0.0567, -0.1890, -0.2111], [0.0607, 0.1408, -0.5523], [-0.5094, -0.1109, -0.9882], [0.2050, 0.5819, 0.1547], [-0.6707, -0.0962, -0.1563], [0.3126, 0.8800, 0.0901], [-0.2952, 0.3893, 0.2040], [0.9532, -0.3650, 0.0230], [-0.6334, -0.7027, -0.0881], [-0.9204, 0.4220, -0.3521], [-0.1556, -0.2471, -0.5002], [0.2001, -0.0985, 0.1289], [-0.0799, 0.1683, 0.1704], [-0.0475, -0.3422, -0.4198], [0.2951, 0.3827, 0.1160], [0.2478, -0.3902, 0.2317], [0.2560, -0.8167, 0.7881], [0.2088, -0.7753, 0.6541], [-0.3194, -0.4316, -0.3381], [0.4083, 0.0129, -0.1078], [-0.1690, -0.0298, -0.4129], [-0.0410, -0.2828, -0.1220], [-0.4376, 0.4287, -0.8243], [-0.2001, -0.0526, 0.5641], [0.5939, -0.2018, -0.0730]], "mulliken_charge": [0.001, 0.282, 1.185, 0.324, 0.115, 0.465, 0.172, 1.085, 0.788, 1.351, 0.264, 0.044, 0.283, 0.407, -0.224, 0.062, 1.678, -1.050, 0.692, -1.550, 1.753, 1.314, -2.055, -0.547, -0.467, -0.995, 0.006, -0.734, -1.948, 2.214, -0.610, -0.532, -0.544, -1.724, 0.472, -0.396, 0.740, -0.901, -0.471, 0.997, 0.525, -1.593, -0.720, -1.744, -1.627, -1.422, -1.344, 0.811, 0.978, 1.950, -0.013, -0.509, -1.501, 1.398, 0.998, -1.493, 2.749, -0.920, -1.580, -1.328, -0.201, -0.712, 0.145, 1.197, -0.614, -1.195, -0.777, -1.313, -0.360, -1.422, -0.563, 1.905, 0.543, 1.091, 0.570, -0.971, 0.623, -1.484, -0.408, 0.336, 0.235, 1.738, -0.351, -1.344, 0.151, -1.758, -0.300, -1.843, -0.949, -0.040, -0.804, -0.912, -0.715, 0.380, 0.518, -0.956, -0.845, 0.879, 0.250, 0.320, -0.687, -0.369, 0.285, -0.234, -1.235, -0.347, 0.272, 0.551, 0.413, -0.796, 0.232, 0.316, 0.759, -0.678, 0.511, 0.468, 0.133, 0.574, -1.712, 0.247, 0.362, 0.276, -0.367, -0.412, 0.412, 0.504, 0.033, 0.376, 0.417, -0.162, -0.346, 0.350, 0.270, 0.379, -1.167, 0.434, -0.741, 0.511, 0.179, -0.512, 0.357, 0.499, -0.299, 0.009, -0.575, 0.184, -0.456, 0.287, 0.414, 0.446, 0.243, 0.102, 0.468, -0.030, -0.362, 0.198, 0.264, -0.672, 0.242, -0.303, 0.321, -0.326, 0.325, -0.793, 0.084, 0.418, -0.033, -0.431, 0.311, -0.293, 0.405, 0.369, 0.357, -0.288, 0.331, 0.401, 0.243, -0.439, 0.157, 0.528, 0.456, 0.364, -0.192, 0.081, -0.023, 0.302, 0.336, 0.485, 0.330, -0.181, -0.163, 0.282, 0.287, 0.381, 0.531, 0.354, -0.883, -0.531, 0.369, 0.416, -1.095, 0.504, 0.221, 0.576, 0.418, -0.041, -0.930, -0.111, 0.621, -0.379, 0.426, 0.321, -1.649, 0.446, 0.405, 0.460, 0.436, 0.320, -0.623, -0.639, 0.410, 0.322, -0.392, -0.506, -0.939, -0.929, 0.391, -0.702, 0.406, -1.123, 0.154, -0.440, -0.478, 0.517, 0.313, 0.434, 0.614, 0.309, 0.607, 0.052, 0.303, 0.394, 0.301, 0.347, 0.315, -0.245, 0.415, 0.318, 0.254, -0.112, 0.502, -0.565, -0.690, 0.429, 0.539, 0.584, 0.371, 0.393, 0.112, 0.467, 0.362, 0.256, 0.517, 0.300, -0.105, -0.293, 0.306, -0.898, 0.415, -0.030, 0.378, 0.366, 0.646, 0.449, 0.256, 0.645, -0.370, 0.452, 0.497, -0.316, 0.246, 0.403, 0.562, 0.796, 0.062, 0.196], "energy_ha": -3800.36142, "e_above_lowest_ev": 5.116, "lumo_ev": 0.7, "total_charge": 0}